[1]
Formula: BrZr
Source: the OMol25 dataset
Level of theory: ωB97M-V/def2-TZVPD

Geometry (Å):
Zr: -1.523 -0.579 -0.884
Br: 1.523 0.579 0.884

The value obtained for the frontier orbital gap is 5.6 eV. The value obtained for the energy relative to the best compared isomer or geometry (same formula, charge and spin) is 425.1 kJ/mol. Its highest occupied orbital energy is -0.964 hartree. The total charge is +3. The calculated total energy is -2619.27941 hartree.



[2]
Formula: C42H50AsMoN2S4
Source: the OMol25 dataset
Level of theory: ωB97M-V/def2-TZVPD

Geometry (Å):
Mo: 1.085 -0.129 -0.164
S: -1.043 -0.922 0.341
S: -1.153 -2.986 -0.121
S: 0.798 -3.518 0.026
S: 1.682 -2.216 -1.323
C: 3.921 -2.093 1.426
C: 3.488 -1.440 2.738
C: 2.076 -1.849 3.159
C: 3.709 0.066 2.754
C: 4.795 0.525 3.494
C: 5.031 1.873 3.693
C: 4.103 2.779 3.206
C: 3.005 2.377 2.453
C: 1.946 3.434 2.176
C: 0.655 3.055 2.909
C: 1.668 3.775 0.718
C: 2.861 1.006 2.129
N: 1.899 0.617 1.212
H: 3.800 -3.178 1.482
H: 4.969 -1.874 1.215
H: 3.321 -1.743 0.586
H: 4.155 -1.825 3.517
H: 1.316 -1.501 2.463
H: 1.843 -1.446 4.147
H: 2.000 -2.937 3.202
H: 5.456 -0.208 3.944
H: 5.890 2.210 4.260
H: 4.219 3.836 3.420
H: 2.330 4.350 2.638
H: 0.225 2.166 2.446
H: -0.080 3.863 2.851
H: 0.850 2.836 3.960
H: 1.317 2.909 0.162
H: 2.568 4.149 0.230
H: 0.898 4.552 0.668
C: -3.338 6.465 2.315
C: -2.454 6.129 1.299
C: -2.224 4.795 0.997
C: -2.884 3.778 1.687
C: -3.755 4.126 2.714
C: -3.981 5.461 3.025
As: -2.432 1.938 1.157
C: -3.256 0.929 2.615
C: -4.633 0.831 2.794
C: -5.158 0.072 3.831
C: -4.307 -0.603 4.697
C: -2.933 -0.514 4.522
C: -2.411 0.244 3.484
C: -3.818 1.680 -0.210
C: -4.188 2.723 -1.055
C: -5.065 2.506 -2.109
C: -5.583 1.239 -2.335
C: -5.213 0.191 -1.504
C: -4.334 0.408 -0.452
H: -3.516 7.505 2.559
H: -1.933 6.904 0.752
H: -1.508 4.536 0.222
H: -4.254 3.355 3.287
H: -4.660 5.717 3.829
H: -5.304 1.345 2.116
H: -6.231 0.003 3.959
H: -4.715 -1.207 5.498
H: -2.263 -1.053 5.180
H: -1.339 0.280 3.336
H: -3.798 3.721 -0.891
H: -5.342 3.330 -2.754
H: -6.265 1.067 -3.159
H: -5.602 -0.805 -1.677
H: -4.039 -0.422 0.177
C: 6.228 0.456 -0.700
C: 5.126 1.307 -1.273
C: 5.364 2.631 -1.629
C: 4.328 3.417 -2.115
C: 4.574 4.851 -2.512
C: 3.049 2.888 -2.217
C: 2.768 1.560 -1.866
C: 3.854 0.781 -1.429
N: 1.491 0.987 -1.861
C: 0.462 1.439 -2.825
C: -0.554 0.304 -3.009
C: 1.076 1.698 -4.206
C: -0.315 2.666 -2.320
H: 7.208 0.884 -0.915
H: 6.195 -0.557 -1.104
H: 6.122 0.383 0.384
H: 6.357 3.053 -1.520
H: 5.472 5.242 -2.032
H: 3.733 5.486 -2.230
H: 4.706 4.944 -3.593
H: 2.251 3.545 -2.532
H: 3.679 -0.265 -1.200
H: -0.046 -0.643 -3.202
H: -1.205 0.534 -3.855
H: -1.184 0.179 -2.128
H: 1.578 0.794 -4.555
H: 1.802 2.508 -4.215
H: 0.279 1.947 -4.909
H: -0.668 2.475 -1.303
H: -1.188 2.846 -2.955
H: 0.286 3.575 -2.307

The value obtained for the frontier orbital gap (spin up / spin down) is 6.3 / 7.1 eV. The value obtained for the energy relative to the best compared isomer or geometry (same formula, charge and spin) is 0.0 kJ/mol. Its multiplicity is 3. The expectation value of S² is 2.02. Its highest occupied orbital energy (spin up / spin down) is -0.140 / -0.172 hartree. The total charge is -1. The calculated total energy is -5636.80652 hartree.



[3]
Formula: C10H8F3NO
Source: the OMol25 dataset
Level of theory: ωB97M-V/def2-TZVPD

Geometry (Å):
C: 0.826 -0.185 1.428
C: 1.086 0.077 -0.898
C: 1.866 0.725 1.667
C: 2.079 1.068 -0.708
C: 0.390 -0.426 0.165
C: 2.358 1.423 0.613
C: -1.329 2.647 -1.296
C: -0.821 -2.643 -0.609
C: -0.774 -1.250 -0.216
C: -2.205 -0.755 0.440
N: -0.306 2.440 -1.785
O: -0.928 -1.578 -1.523
F: 3.272 2.380 0.811
F: -3.049 -1.774 0.891
F: -1.948 0.003 1.495
H: 0.335 -0.676 2.249
H: 0.882 -0.225 -1.882
H: 2.211 0.892 2.736
H: 2.448 1.589 -1.463
H: -2.205 2.842 -0.838
H: 0.112 -3.072 -0.788
H: -1.523 -3.404 -0.298
H: -2.776 -0.096 -0.190

The value obtained for the frontier orbital gap is 10.0 eV. The value obtained for the energy relative to the best compared isomer or geometry (same formula, charge and spin) is 324.5 kJ/mol. Its highest occupied orbital energy is -0.339 hartree. The total charge is 0. The calculated total energy is -815.33816 hartree. As for the SMILES: Fc1ccc([C@]2(C(F)F)CO2)cc1.C#N.



[4]
Formula: C30H13Cl92FNO4
Source: the OMol25 dataset
Level of theory: ωB97M-V/def2-TZVPD

Geometry (Å):
C: 5.000 -2.435 0.046
C: 3.630 -2.160 -0.515
F: 2.764 -2.891 0.214
C: 3.304 -0.726 -0.504
C: 1.914 -0.365 -0.951
N: 1.958 1.057 -1.173
C: 0.914 -0.560 0.184
O: 0.206 -1.770 0.198
C: -0.999 -1.701 -0.354
O: -1.958 -1.520 0.666
C: 1.571 -1.127 -2.266
O: 1.618 -0.422 -3.277
O: 1.334 -2.298 -2.206
H: 4.880 -2.887 0.998
H: 5.583 -1.552 0.114
H: 5.498 -3.115 -0.609
H: 3.638 -2.476 -1.521
H: 4.022 -0.250 -1.121
H: 3.443 -0.333 0.481
H: 2.836 1.326 -1.564
H: 1.197 1.337 -1.763
H: 0.236 0.254 0.203
H: 1.447 -0.525 1.105
H: -1.067 -0.874 -1.038
H: -1.182 -2.590 -0.909
H: -2.803 -1.843 0.354
C: 3.739 -6.217 -1.067
Cl: 4.989 -5.176 -1.731
Cl: 2.192 -5.582 -1.558
Cl: 3.951 -7.862 -1.699
Cl: 3.855 -6.255 0.701
C: -0.143 -8.040 -3.377
Cl: 0.111 -8.604 -1.725
Cl: -1.490 -8.912 -4.121
Cl: -0.491 -6.324 -3.333
Cl: 1.326 -8.328 -4.310
C: -0.043 5.879 1.224
Cl: 1.107 6.338 -0.025
Cl: 0.791 5.837 2.791
Cl: -1.350 7.069 1.273
Cl: -0.710 4.295 0.881
C: 6.254 -1.186 3.953
Cl: 4.872 -0.658 3.015
Cl: 6.167 -2.935 4.145
Cl: 7.743 -0.760 3.105
Cl: 6.244 -0.412 5.543
C: 2.175 5.258 6.839
Cl: 2.459 3.570 6.433
Cl: 0.536 5.443 7.474
Cl: 3.341 5.787 8.048
Cl: 2.348 6.245 5.388
C: -3.810 6.465 4.588
Cl: -4.686 5.405 5.695
Cl: -3.699 8.088 5.288
Cl: -2.207 5.828 4.297
Cl: -4.650 6.537 3.044
C: -6.111 3.437 1.192
Cl: -5.754 3.101 2.886
Cl: -6.618 1.943 0.404
Cl: -7.405 4.629 1.091
Cl: -4.681 4.088 0.406
C: 5.447 7.105 -0.252
Cl: 6.614 7.559 -1.495
Cl: 6.249 7.059 1.319
Cl: 4.145 8.295 -0.206
Cl: 4.779 5.521 -0.618
C: -1.146 -7.277 2.114
Cl: -2.435 -6.835 0.996
Cl: -1.237 -9.010 2.448
Cl: 0.403 -6.875 1.395
Cl: -1.339 -6.388 3.628
C: -8.364 8.497 -0.081
Cl: -6.802 7.690 -0.149
Cl: -8.190 10.047 0.740
Cl: -8.959 8.766 -1.720
Cl: -9.503 7.485 0.809
C: 6.261 -5.263 -5.541
Cl: 7.290 -6.416 -6.405
Cl: 5.744 -3.985 -6.633
Cl: 4.847 -6.100 -4.918
Cl: 7.187 -4.555 -4.207
C: 8.942 -4.069 -9.637
Cl: 10.213 -3.098 -10.384
Cl: 7.364 -3.416 -10.087
Cl: 9.059 -5.736 -10.194
Cl: 9.108 -4.038 -7.891
C: -6.364 7.811 9.181
Cl: -5.205 8.201 7.914
Cl: -5.553 7.809 10.749
Cl: -7.657 9.012 9.193
Cl: -7.049 6.216 8.874
C: -5.205 -2.553 2.466
Cl: -3.693 -3.034 3.203
Cl: -6.493 -3.647 2.987
Cl: -5.599 -0.904 2.950
Cl: -5.076 -2.658 0.700
C: 2.977 -10.413 1.766
Cl: 1.671 -9.980 0.669
Cl: 2.956 -12.158 2.047
Cl: 4.523 -9.952 1.064
Cl: 2.754 -9.569 3.299
C: 5.575 -8.348 -11.004
Cl: 4.614 -8.947 -9.654
Cl: 6.087 -6.700 -10.675
Cl: 7.001 -9.372 -11.210
Cl: 4.605 -8.387 -12.476
C: 2.738 9.039 10.411
Cl: 3.015 8.172 11.922
Cl: 1.541 8.180 9.454
Cl: 2.159 10.668 10.767
Cl: 4.250 9.140 9.508
C: 8.896 -5.964 3.740
Cl: 8.044 -6.644 5.128
Cl: 9.477 -4.352 4.146
Cl: 10.264 -7.000 3.327
Cl: 7.795 -5.864 2.370
C: 0.779 -7.714 -13.726
Cl: 1.834 -6.303 -13.743
Cl: 1.034 -8.653 -15.200
Cl: 1.151 -8.713 -12.326
Cl: -0.902 -7.189 -13.649
C: -12.429 10.600 -0.664
Cl: -11.884 11.053 0.948
Cl: -13.973 11.389 -1.003
Cl: -11.239 11.110 -1.861
Cl: -12.640 8.854 -0.747
C: -9.934 -2.108 1.629
Cl: -8.801 -0.932 0.982
Cl: -11.575 -1.669 1.145
Cl: -9.548 -3.710 1.003
Cl: -9.827 -2.114 3.390
C: -10.477 0.632 -2.797
Cl: -10.250 -1.115 -2.853
Cl: -12.089 0.994 -2.174
Cl: -9.267 1.344 -1.738
Cl: -10.311 1.302 -4.420
C: 0.457 10.526 2.081
Cl: 1.184 12.085 2.481
Cl: 0.954 10.043 0.462
Cl: 0.990 9.314 3.240
Cl: -1.301 10.669 2.141

The value obtained for the frontier orbital gap is 5.4 eV. Its highest occupied orbital energy is -0.163 hartree. The total charge is -1. The calculated total energy is -43943.93503 hartree.